P | {
  "formula": "C5H11NO2",
  "method": "ωB97M-V/def2-TZVPD",
  "smiles": "COC[C@@H](C)C#N.O",
  "e_homo_ha": -0.3880,
  "total_charge": 0,
  "multiplicity": 1,
  "e_lumo_ha": 0.0211,
  "elements": ["C", "O", "C", "C", "C", "C", "N", "H", "H", "H", "H", "H", "H", "H", "H", "H", "O", "H", "H"],
  "positions_angstrom": [[-2.169, 1.280, 1.086], [-1.166, 0.334, 0.791], [-0.753, 0.363, -0.554], [0.441, -0.584, -0.632], [0.109, -2.074, -0.560], [1.435, -0.181, -1.638], [2.182, 0.588, -2.141], [-1.797, 2.306, 0.942], [-3.058, 1.141, 0.448], [-2.479, 1.141, 2.128], [-1.537, 0.051, -1.266], [-0.486, 1.400, -0.822], [0.995, -0.443, 0.310], [-0.542, -2.356, -1.397], [1.029, -2.672, -0.600], [-0.284, -2.261, 0.448], [2.931, 0.475, 1.333], [2.028, 0.379, 1.678], [3.123, 1.113, 0.447]]
}

Q | {
  "formula": "C5H11NO2",
  "method": "ωB97M-V/def2-TZVPD",
  "smiles": "CN[C@H](CO)CC=O",
  "e_homo_ha": -0.3122,
  "total_charge": 0,
  "multiplicity": 1,
  "e_lumo_ha": 0.0256,
  "elements": ["C", "N", "C", "C", "O", "C", "C", "O", "H", "H", "H", "H", "H", "H", "H", "H", "H", "H", "H"],
  "positions_angstrom": [[1.655, -0.269, 1.274], [0.468, 0.491, 0.966], [-0.562, -0.005, 0.077], [-0.489, -1.513, -0.074], [-0.710, -2.153, 1.187], [-0.471, 0.667, -1.344], [-0.760, 2.137, -1.307], [-0.015, 2.907, -0.715], [2.372, -0.410, 0.424], [1.513, -1.333, 1.481], [2.272, 0.200, 2.026], [0.784, 1.414, 0.716], [-1.539, 0.273, 0.480], [0.477, -1.973, -0.283], [-1.238, -1.884, -0.778], [-1.460, -1.802, 1.688], [-1.160, 0.231, -2.092], [0.422, 0.377, -1.905], [-1.561, 2.647, -1.822]]
}

R | {
  "formula": "C5H11NO2",
  "method": "ωB97M-V/def2-TZVPD",
  "e_homo_ha": -0.2899,
  "total_charge": 0,
  "multiplicity": 1,
  "e_lumo_ha": 0.0238,
  "elements": ["C", "C", "C", "C", "N", "C", "O", "O", "H", "H", "H", "H", "H", "H", "H", "H", "H", "H", "H"],
  "positions_angstrom": [[-0.003, 1.197, -1.136], [1.687, 1.281, 0.018], [-2.009, -1.579, 0.410], [1.570, 0.308, 1.167], [-0.642, 0.018, -0.883], [-1.553, -0.161, 0.171], [-0.051, -1.205, -1.391], [-1.921, 0.785, 0.828], [-0.474, -1.338, -2.251], [0.470, 1.215, -2.113], [0.301, 1.842, -0.199], [1.957, 2.291, 0.325], [2.394, 0.956, -0.742], [-1.164, -2.211, 0.682], [-2.740, -1.567, 1.215], [-2.455, -2.003, -0.490], [2.518, 0.235, 1.708], [0.800, 0.625, 1.871], [1.315, -0.689, 0.811]]
}

Ranked by calculated energy, most stable first: Q, P, R.